20
Properties=species:S:1:pos:R:3:forces:R:3 method="wB97M-V/def2-TZVPD" total_charge=+1 spin_multiplicity=2 energy_ev=-18722.670 s_squared=0.753 relative_energy_kj_mol=95.58
S -1.091258 -2.184616 -1.473522 0.0 0.1 -0.1
O -0.175565 1.439858 -3.122493 0.1 -0.6 0.3
N 0.915641 1.136695 -0.115002 0.2 -0.1 -0.6
C 0.343040 -1.655667 -0.599094 0.2 -0.2 0.5
C -0.422945 1.110066 2.000715 -0.3 0.2 0.0
C -0.175420 0.530053 0.613403 -0.2 -0.1 0.5
C 0.087869 -0.974786 0.741325 -0.3 0.2 0.2
H 0.455376 1.001922 2.630195 0.1 0.0 0.1
H -0.262709 0.502852 -3.342477 -0.1 0.3 -0.3
H 0.906911 -1.039444 -1.284310 0.2 0.3 -0.3
H -0.695451 2.168255 1.958644 0.2 -0.1 -0.1
H 0.933938 -2.576827 -0.466273 0.0 -0.1 -0.1
H -1.108665 0.664744 0.053561 0.0 0.0 -0.3
H -1.267739 0.614721 2.483114 0.0 -0.1 0.0
H 0.933483 -1.112003 1.416178 0.2 -0.2 -0.2
H 0.922008 2.147325 -0.063898 0.1 0.0 0.1
H -0.757895 -1.445064 1.247283 0.0 0.0 0.0
H 0.448308 1.421120 -2.381949 0.0 0.2 0.1
H 1.835114 0.761079 0.100176 -0.2 0.3 0.2
H -1.824041 -2.510284 -0.395576 -0.2 -0.1 0.1